(1)
This record from the OMol25 dataset describes a molecular structure, C23H43N2OP3SV. The level of theory is ωB97M-V/def2-TZVPD.

- LUMO level (alpha / beta) (eV) = -11.1 / -11.8
- Kohn-Sham gap (alpha / beta) (Ha) = 0.1687 / 0.1414
- 2S+1 = 3
- total charge = +3
- <S²> = 2.044
- energy above the lowest of the compared OMol25 structures with the same formula, charge and spin (kJ/mol) = 112.4

Each line ends with the Löwdin spin population.
Cartesian coordinates (Å):
V (0.1411, -0.0467, -0.0075)  1.13
P (2.0572, 1.2755, 1.0010)  0.00
P (-1.3827, 0.2975, 1.8257)  0.01
P (-1.0742, 1.6770, -1.2796)  -0.02
H (0.7137, -5.5247, -8.0213)  0.00
C (0.9116, -4.5170, -8.4020)  0.00
C (2.1606, -4.0330, -8.4814)  0.00
H (3.0245, -4.6269, -8.1624)  0.00
C (3.3101, 0.1541, 1.7025)  0.00
C (1.7026, 2.4359, 2.3586)  0.00
C (2.9560, 2.2371, -0.2561)  0.00
C (-3.0031, -0.5536, 1.6647)  0.00
C (-0.8296, -0.3294, 3.4575)  0.00
C (-1.9295, 1.9849, 2.3045)  0.00
C (-0.6642, 1.9571, -3.0563)  0.01
C (-0.9540, 3.4404, -0.7478)  -0.01
C (-2.8916, 1.4300, -1.4395)  0.00
H (0.0510, -3.9435, -8.7619)  0.00
H (2.3682, -3.0492, -8.9165)  0.00
H (3.4721, -0.7063, 1.0411)  0.00
H (2.9633, -0.2292, 2.6707)  0.00
H (4.2644, 0.6801, 1.8385)  0.00
H (1.1826, 1.9235, 3.1798)  0.00
H (1.0671, 3.2554, 1.9977)  0.00
H (2.6401, 2.8588, 2.7472)  0.00
H (3.4154, 1.5641, -0.9925)  0.00
H (3.7390, 2.8433, 0.2213)  0.00
H (2.2654, 2.9013, -0.7932)  0.00
H (-3.6203, -0.3164, 2.5434)  0.00
H (-2.8676, -1.6401, 1.6223)  0.00
H (-3.5167, -0.2292, 0.7516)  0.00
H (-1.4988, 0.0698, 4.2341)  0.00
H (0.1986, -0.0091, 3.6696)  0.00
H (-0.8708, -1.4259, 3.4827)  0.00
H (-2.4901, 1.9074, 3.2475)  0.00
H (-2.5839, 2.4269, 1.5430)  0.00
H (-1.0658, 2.6416, 2.4700)  0.00
H (-1.2785, 2.7888, -3.4328)  0.00
H (-0.8681, 1.0642, -3.6582)  0.00
H (0.3966, 2.2096, -3.1758)  0.01
H (-1.7397, 4.0171, -1.2612)  0.00
H (0.0257, 3.8482, -1.0360)  0.00
H (-1.0793, 3.5540, 0.3351)  0.00
H (-3.2614, 2.0550, -2.2655)  0.00
H (-3.4220, 1.6887, -0.5140)  0.00
H (-3.0864, 0.3761, -1.6811)  0.00
C (0.6305, -1.5102, -3.2669)  0.15
C (-0.7359, -1.8505, -3.3140)  0.08
C (-1.1888, -2.7811, -4.2512)  0.03
C (-0.2873, -3.3878, -5.1313)  0.20
C (1.0721, -3.0557, -5.0909)  0.01
C (1.5314, -2.1167, -4.1766)  0.09
S (1.2849, -0.3125, -2.2083)  0.31
H (-1.0715, -0.4743, -0.8020)  -0.03
H (-1.4280, -1.3734, -2.6215)  0.00
H (-2.2510, -3.0203, -4.2911)  0.00
H (-0.6441, -4.1119, -5.8617)  0.01
H (1.7709, -3.5155, -5.7874)  0.00
H (2.5778, -1.8162, -4.1440)  0.00
N (-0.0389, -5.8801, 3.4005)  0.00
C (-0.4598, -4.6698, 2.9424)  0.00
O (-1.4542, -4.1018, 3.3918)  0.00
C (0.3777, -4.0790, 1.8538)  0.00
C (1.6280, -4.5820, 1.4611)  0.00
C (2.3798, -3.8496, 0.5364)  0.00
C (1.8862, -2.6337, 0.0601)  0.01
N (0.7209, -2.1079, 0.4825)  0.00
C (-0.0640, -2.8737, 1.2827)  0.00
H (-0.6018, -6.3505, 4.0923)  0.00
H (0.8378, -6.2913, 3.1501)  0.00
H (2.0444, -5.4969, 1.8614)  0.00
H (3.3516, -4.1885, 0.2038)  0.00
H (2.4373, -2.0680, -0.6982)  0.01
H (-1.0591, -2.4844, 1.5170)  0.00

Forces on the atoms, in the same order (eV/Å):
2.72 -1.67 -0.57
0.40 0.88 0.11
-2.14 0.32 1.45
-0.96 1.68 -0.98
0.09 0.34 -0.14
0.52 0.22 0.01
-0.51 -0.20 0.02
-0.34 0.21 -0.15
-0.06 -0.42 0.00
-0.08 0.15 0.06
0.00 0.15 -0.15
0.12 -0.05 -0.26
0.64 -0.26 -0.09
0.25 0.21 -0.25
0.32 -0.42 -0.01
0.22 -0.15 0.43
0.16 -0.32 0.22
0.32 -0.20 0.08
-0.10 -0.38 0.19
0.07 0.26 0.15
0.10 0.10 -0.17
-0.27 -0.03 -0.01
0.19 0.15 -0.22
0.21 -0.15 0.08
-0.23 -0.11 -0.13
-0.06 0.14 0.22
-0.18 -0.17 -0.15
0.20 -0.10 0.18
0.20 -0.04 -0.24
-0.11 0.19 0.03
0.07 -0.09 0.28
0.16 -0.09 -0.33
-0.25 -0.11 0.09
-0.01 0.21 0.05
0.14 -0.06 -0.32
0.17 -0.11 0.22
-0.30 -0.13 -0.02
0.14 -0.24 0.27
-0.02 0.18 0.12
-0.25 0.01 0.03
0.25 -0.25 0.13
-0.28 -0.12 0.07
0.02 0.05 -0.32
0.13 -0.11 0.34
0.11 -0.05 -0.28
-0.06 0.28 0.05
0.28 0.54 0.58
-0.97 -0.80 -0.53
-0.24 0.96 1.13
0.14 -0.14 -0.23
0.79 0.51 0.44
0.21 -0.49 -0.80
-0.37 -0.43 0.20
-1.45 -0.22 -0.56
0.11 -0.19 -0.23
0.29 0.01 -0.02
0.10 0.14 0.11
-0.23 0.06 0.09
-0.20 -0.17 -0.11
-0.40 0.78 -0.25
-0.95 -1.08 1.17
1.02 -0.01 -0.93
0.40 0.87 -0.62
-0.15 0.90 -0.29
-0.51 0.41 -0.03
0.63 -0.49 0.13
-1.03 -0.15 -0.39
0.48 -0.05 0.49
0.02 0.07 0.10
-0.03 -0.19 -0.03
-0.04 0.04 -0.04
-0.07 -0.07 -0.06
-0.09 -0.19 0.49
0.52 -0.33 0.08


(2)
This record from the OMol25 dataset describes 2 unconnected molecules or ions with the total composition CH2S2. The level of theory is ωB97M-V/def2-TZVPD.

- LUMO level (alpha / beta) (eV) = -2.5 / -1.8
- Kohn-Sham gap (alpha / beta) (Ha) = 0.2394 / 0.2689
- total charge = 0
- energy above the lowest of the compared OMol25 structures with the same formula, charge and spin (kJ/mol) = 316.1

Each line ends with the Mulliken charge.
Cartesian coordinates (Å):
C (-1.7012, 0.1722, -0.2300)  -0.11
S (-3.3061, 0.2934, 0.3146)  -0.19
S (-0.9116, -1.3688, -0.2033)  -0.06
H (-1.0891, 1.0719, -0.4352)  0.28
H (1.0649, -0.4114, -0.7245)  0.09

Forces on the atoms, in the same order (eV/Å):
-1.71 0.10 1.45
2.55 -0.35 -1.10
1.72 2.12 -0.76
-0.45 -0.66 -0.13
-2.11 -1.21 0.54


(3)
This record from the OMol25 dataset describes a molecular structure, C12H15F4N2RuTe4. The level of theory is ωB97M-V/def2-TZVPD.

- LUMO level (alpha / beta) (eV) = -5.9 / -5.9
- Kohn-Sham gap (alpha / beta) (Ha) = 0.1772 / 0.1832
- total charge = +1

Each line ends with the Mulliken charge.
Cartesian coordinates (Å):
Ru (0.6735, -0.7151, 0.1931)  0.37
C (-0.0523, -3.6054, 1.6428)  -1.11
C (-1.2808, -2.8455, 1.1885)  -0.64
N (-1.0880, -1.8818, 0.0654)  1.15
C (-1.1442, -2.6467, -1.2160)  -0.85
C (-0.8776, -1.8144, -2.4663)  -1.33
C (-2.2178, -0.9017, 0.0747)  -1.22
C (-1.9148, 0.2324, 1.0024)  -0.68
N (-0.5601, 0.6789, 0.6621)  0.36
C (-0.2481, 2.0393, 0.8383)  -1.00
C (0.6605, 2.6727, -0.0135)  0.73
F (1.2247, 1.9865, -1.0080)  -0.28
C (0.9721, 4.0107, 0.1220)  0.18
F (1.8334, 4.5478, -0.7338)  -0.29
C (0.4015, 4.7831, 1.1153)  -0.47
C (-0.4882, 4.1681, 1.9720)  0.06
F (-1.0494, 4.8557, 2.9606)  -0.28
C (-0.7976, 2.8281, 1.8438)  0.78
F (-1.6199, 2.2707, 2.7384)  -0.30
H (-0.3475, -4.2668, 2.4560)  0.43
H (0.7253, -2.9366, 2.0114)  0.04
H (0.3649, -4.2283, 0.8508)  0.27
H (-1.7095, -2.2867, 2.0223)  0.46
H (-2.0385, -3.5616, 0.8534)  0.33
H (-2.1358, -3.1074, -1.2833)  0.39
H (-0.4152, -3.4508, -1.1299)  0.48
H (-1.7348, -1.2114, -2.7601)  0.43
H (-0.6474, -2.4766, -3.2998)  0.39
H (-0.0263, -1.1316, -2.3453)  0.16
H (-3.1448, -1.4212, 0.3291)  0.26
H (-2.3085, -0.4973, -0.9311)  0.41
H (-1.9668, -0.0854, 2.0471)  0.36
H (-2.6492, 1.0329, 0.8711)  0.47
H (0.6487, 5.8290, 1.2221)  0.51
Te (2.0121, 0.0359, 2.1316)  0.22
Te (3.9289, -1.6783, 2.7500)  -0.04
Te (4.5733, -2.6046, 0.2889)  0.11
Te (2.3534, -2.2062, -1.0956)  0.15

Forces on the atoms, in the same order (eV/Å):
1.16 -0.17 0.17
0.04 0.01 -0.04
-0.15 -0.08 0.19
0.04 0.05 -0.22
0.05 0.03 -0.18
0.03 0.05 0.04
-0.15 -0.14 -0.30
-0.14 0.10 0.15
-0.05 0.61 -0.40
0.01 -0.31 0.05
-0.05 0.05 -0.02
0.09 -0.18 -0.18
-0.12 0.01 0.18
0.12 0.09 -0.11
-0.01 -0.08 -0.02
0.11 0.08 -0.09
-0.05 0.06 0.09
-0.07 0.01 0.14
-0.11 -0.02 0.17
-0.02 -0.04 0.03
-0.03 -0.07 -0.01
0.04 0.03 0.00
0.12 -0.03 0.01
-0.09 0.08 0.09
0.03 -0.01 0.01
-0.01 -0.03 0.00
-0.01 -0.02 -0.01
-0.02 -0.03 0.00
-0.13 -0.10 -0.02
-0.02 0.00 0.01
-0.05 -0.03 0.02
0.02 0.09 0.03
0.10 -0.10 -0.05
0.00 0.02 0.00
-0.27 -0.37 -0.05
0.18 -0.02 -0.29
0.01 0.16 0.14
-0.59 0.30 0.45


Max |F|: 3.2; 2.8; 1.2 (eV/A)
Total energy: -3452.2003; -835.5274; -2141.9327 (Eh)